No. 1
Computed, not measured: a cluster of 4 separate species, C25H48N2O4S2 in total, with wB97M-V/def2-TZVPD.

Structure (ORCA input):
```
! RIJCOSX wB97M-V def2-TZVPD def2/J DEFGRID3
* xyz 0 1
C -2.28 5.70 2.36
O -2.91 5.59 1.03
C -2.66 4.18 0.66
C -2.83 3.90 -0.91
C -1.69 4.60 -1.83
C -0.30 3.74 -1.84
C 0.78 4.24 -0.76
C 1.79 3.10 -0.23
C 1.65 2.78 1.35
C 1.22 1.23 1.61
C -0.33 1.10 1.17
C -0.64 -0.09 0.14
C -0.22 -0.10 -1.36
C -0.60 -1.30 -2.35
C -1.42 -2.55 -1.88
S -1.93 -3.94 -2.99
C -1.83 -2.54 -0.34
N -2.60 -3.58 0.30
S -2.76 -3.09 1.92
N -1.94 -1.60 1.98
C -1.45 -1.36 0.63
H -2.57 4.74 2.95
H -2.64 6.66 2.86
H -1.12 5.70 2.27
H -1.61 3.94 1.07
H -3.39 3.47 1.22
H -3.86 4.28 -1.26
H -2.84 2.76 -1.10
H -2.15 4.66 -2.89
H -1.49 5.64 -1.38
H 0.14 3.88 -2.90
H -0.61 2.65 -1.70
H 0.21 4.80 0.06
H 1.43 5.04 -1.29
H 2.86 3.47 -0.41
H 1.66 2.10 -0.77
H 0.83 3.48 1.79
H 2.61 3.06 1.92
H 1.26 1.08 2.76
H 1.93 0.48 1.12
H -0.64 2.08 0.66
H -0.99 1.00 2.12
H 0.38 0.77 -1.82
H -0.29 -1.23 -3.44
H -3.05 -3.49 -3.72
C 0.98 -6.23 -0.73
C 1.97 -5.40 -1.54
C 2.56 -4.27 -0.71
O 1.31 -4.86 -2.68
H 0.14 -5.61 -0.40
H 0.56 -7.03 -1.35
H 1.46 -6.67 0.14
H 2.78 -6.05 -1.91
H 1.77 -3.59 -0.37
H 3.26 -3.68 -1.31
H 3.08 -4.66 0.17
H 0.60 -4.29 -2.37
C 3.87 1.37 -4.55
C 2.37 1.63 -4.66
C 2.04 2.52 -5.84
O 1.91 2.25 -3.46
H 4.41 2.31 -4.41
H 4.09 0.74 -3.69
H 4.25 0.88 -5.45
H 1.84 0.68 -4.75
H 2.53 3.50 -5.75
H 0.97 2.70 -5.90
H 2.37 2.06 -6.78
H 2.37 3.09 -3.36
C -1.47 -3.38 5.38
C -0.95 -4.20 6.55
C -1.30 -5.67 6.41
O -1.50 -3.70 7.77
H -2.57 -3.45 5.32
H -1.23 -2.32 5.51
H -1.05 -3.73 4.44
H 0.14 -4.08 6.62
H -2.38 -5.81 6.38
H -0.92 -6.24 7.26
H -0.87 -6.09 5.49
H -2.46 -3.79 7.72
*
```

- SMILES: COCCCCCCCCCc1ccc(S)c2nsnc12.CC(C)O.CC(C)O.CC(C)O
- E_LUMO: -1.369 eV
- ΔE to the lowest compared entry with this formula, charge and spin: 420.6 kJ/mol
- E_HOMO: -8.6 eV
- Orbital gap: 7.259 eV



No. 2
Computed, not measured: a structure of composition C37H41BrN5O3SV, with wB97M-V/def2-TZVPD.

Structure (ORCA input):
```
! RIJCOSX wB97M-V def2-TZVPD def2/J DEFGRID3
* xyz 2 1
V 0.34 -0.26 0.12
C 0.71 -1.61 4.07
C -0.50 -0.71 3.88
C -1.34 -1.02 2.65
C -0.14 0.76 3.92
C -0.48 1.48 5.05
C -0.19 2.83 5.16
C 0.39 3.49 4.10
C 0.73 2.83 2.92
C 1.21 3.70 1.77
C 0.23 4.86 1.55
C 2.62 4.25 1.99
C 0.52 1.44 2.87
N 1.05 0.71 1.75
C 2.26 1.04 1.36
C 2.71 0.79 0.04
C 3.84 1.25 -0.61
C 3.66 0.97 -1.97
C 2.44 0.33 -2.14
N 1.84 0.22 -0.92
C 1.88 -0.23 -3.43
C 2.54 0.45 -4.63
C 0.36 -0.01 -3.51
C 2.20 -1.74 -3.47
H 0.42 -2.67 4.07
H 1.17 -1.40 5.04
H 1.47 -1.45 3.30
H -1.17 -0.87 4.73
H -0.71 -0.97 1.74
H -2.15 -0.30 2.51
H -1.75 -2.03 2.65
H -0.98 0.96 5.86
H -0.45 3.37 6.07
H 0.56 4.55 4.17
H 1.20 3.11 0.84
H 0.35 5.62 2.32
H -0.80 4.54 1.58
H 0.43 5.35 0.59
H 2.64 4.87 2.88
H 2.91 4.88 1.14
H 3.37 3.48 2.11
H 2.91 1.58 2.04
H 4.67 1.75 -0.14
H 4.36 1.21 -2.76
H 2.39 1.53 -4.61
H 2.10 0.06 -5.55
H 3.61 0.24 -4.67
H 0.12 1.05 -3.53
H -0.18 -0.48 -2.68
H -0.02 -0.45 -4.43
H 3.28 -1.90 -3.48
H 1.79 -2.18 -4.38
H 1.78 -2.26 -2.62
Br -4.19 -3.80 -3.09
C -2.94 -2.89 -2.04
C -1.61 -3.28 -2.05
C -0.69 -2.61 -1.27
C -1.10 -1.51 -0.53
C -2.44 -1.12 -0.49
C -3.36 -1.82 -1.25
H -1.30 -4.13 -2.65
H 0.33 -2.97 -1.27
H -2.78 -0.29 0.11
H -4.40 -1.52 -1.24
N 2.97 -3.49 0.86
C 1.87 -4.05 1.45
C 0.88 -3.13 1.34
N 1.38 -2.01 0.68
C 2.65 -2.28 0.40
H 3.88 -3.92 0.76
H 1.88 -5.03 1.89
H -0.14 -3.19 1.67
H 3.34 -1.63 -0.12
O -4.65 3.17 -0.20
S -3.43 3.51 0.43
O -3.37 4.22 1.66
N -2.55 2.06 0.63
C -1.52 2.12 -0.10
O -0.70 1.05 -0.16
C -1.24 3.31 -0.92
C -0.16 3.62 -1.72
C -0.16 4.85 -2.36
C -1.21 5.75 -2.18
C -2.29 5.44 -1.35
C -2.28 4.21 -0.73
H 0.67 2.93 -1.85
H 0.67 5.13 -2.99
H -1.19 6.71 -2.68
H -3.10 6.14 -1.20
*
```

- E_LUMO: -8.113 eV
- E_HOMO: -14.0 eV
- Orbital gap: 5.846 eV



No. 3
Computed, not measured: a cluster of 2 separate species, C5H8FI in total, with wB97M-V/def2-TZVPD.

Structure (ORCA input):
```
! RIJCOSX wB97M-V def2-TZVPD def2/J DEFGRID3
* xyz 0 1
C 2.44 2.76 0.28
C -0.49 0.85 -0.85
C -1.06 0.89 1.81
C -1.53 -0.27 -0.60
C -0.56 0.16 0.55
F 0.56 0.58 -1.64
I 3.41 0.97 0.57
H 2.01 3.03 -0.60
H -2.10 0.59 2.06
H -1.06 1.92 1.81
H -0.49 0.57 2.63
H -1.61 -1.23 -1.06
H -2.57 0.11 -0.44
H 2.25 3.28 1.11
H 0.27 -0.41 0.74
*
```

- E_LUMO (spin up / spin down): -0.251 / -0.501 eV
- ΔE to the lowest compared entry with this formula, charge and spin: 455.7 kJ/mol
- E_HOMO (spin up / spin down): -8.9 / -8.2 eV
- Orbital gap (spin up / spin down): 8.632 / 7.742 eV



No. 4
Computed, not measured: a structure of composition C36H39Ge2N6O2SbTi, with wB97M-V/def2-TZVPD.

Structure (ORCA input):
```
! RIJCOSX wB97M-V def2-TZVPD def2/J DEFGRID3
* xyz 3 2
Ti 1.57 -0.73 -0.07
C 0.41 1.26 -2.79
C 0.52 -0.21 -3.02
C -0.10 -0.85 -4.09
C 0.12 -2.20 -4.28
C 1.02 -2.88 -3.46
C 1.61 -2.21 -2.40
N 1.30 -0.90 -2.19
Sb 3.45 -3.02 -1.49
C 4.27 -1.07 -0.96
C 5.62 -0.98 -1.22
C 6.26 0.26 -1.12
C 5.50 1.36 -0.80
C 4.14 1.22 -0.54
C 3.34 2.45 -0.24
N 3.55 0.01 -0.59
C 2.65 -3.46 0.44
C 3.03 -4.66 1.02
C 2.50 -5.01 2.25
C 1.61 -4.16 2.85
C 1.26 -2.96 2.23
C 0.26 -2.08 2.93
N 1.79 -2.62 1.05
H -0.35 1.71 -3.42
H 0.19 1.50 -1.75
H 1.37 1.73 -3.04
H -0.74 -0.29 -4.76
H -0.35 -2.73 -5.10
H 1.27 -3.91 -3.66
H 6.19 -1.86 -1.51
H 7.32 0.35 -1.32
H 5.94 2.34 -0.76
H 3.44 3.14 -1.08
H 2.29 2.26 -0.08
H 3.75 2.97 0.63
H 3.74 -5.31 0.51
H 2.78 -5.95 2.73
H 1.17 -4.40 3.81
H -0.56 -2.69 3.31
H 0.72 -1.61 3.80
H -0.16 -1.29 2.32
C -4.00 3.66 0.38
Ge -2.05 3.47 0.35
C -1.21 4.30 -1.19
C -1.18 3.95 2.01
Ge -2.16 0.99 0.14
C -2.84 0.28 -1.53
C -3.13 1.27 -2.47
C -3.84 0.99 -3.63
C -4.26 -0.30 -3.88
C -3.96 -1.32 -2.98
C -3.26 -1.03 -1.82
C -2.72 0.04 1.70
C -2.66 0.76 2.91
C -3.16 0.22 4.09
C -3.71 -1.06 4.08
C -3.78 -1.79 2.90
C -3.29 -1.25 1.72
H -4.22 4.68 0.73
H -4.47 2.97 1.07
H -4.43 3.53 -0.61
H -1.42 5.37 -1.11
H -1.59 3.97 -2.15
H -0.12 4.19 -1.16
H -0.52 4.80 1.83
H -0.59 3.14 2.42
H -1.93 4.26 2.74
H -2.81 2.29 -2.30
H -4.06 1.78 -4.34
H -4.84 -0.53 -4.77
H -4.29 -2.33 -3.17
H -3.07 -1.85 -1.14
H -2.23 1.75 2.94
H -3.14 0.79 5.00
H -4.11 -1.48 5.00
H -4.23 -2.77 2.90
H -3.41 -1.82 0.81
O -0.51 -1.61 -0.19
H -0.92 -1.93 -1.01
H -1.02 -1.96 0.56
O 0.83 0.83 0.84
N 1.66 0.24 1.71
C 2.21 0.86 2.69
C 3.19 0.11 3.43
N 4.00 -0.53 3.93
C 1.91 2.21 3.06
N 1.67 3.30 3.33
*
```

- E_LUMO (spin up / spin down): -9.225 / -9.235 eV
- ΔE to the lowest compared entry with this formula, charge and spin: 0.0 kJ/mol
- E_HOMO (spin up / spin down): -16.9 / -16.9 eV
- Orbital gap (spin up / spin down): 7.679 / 7.670 eV



E_tot / Eh: -2187.924618 -5849.662476 -592.649881 -7116.881748
Maximum force / Eh/bohr: 0.092 0.011 0.087 0.023